No. 1
Formula: C5H6O
Source: the OMol25 dataset
Level of theory: wB97M-V/def2-TZVPD

Results
- frontier orbital gap (eV) = 9.277
- spin multiplicity = 1
- charge = 0
- HOMO energy (eV) = -8.5
- energy above the lowest of the compared OMol25 structures with the same formula, charge and spin (kcal/mol) = 104.1

The geometry in XYZ format:
```
12
Properties=species:S:1:pos:R:3:forces:R:3
O 0.05800 0.96436 -0.56748 2.6658 2.7741 0.5509
C 0.51845 -1.23489 0.11183 1.6176 -0.0262 0.0162
C 0.96543 -0.03716 -0.36648 -1.5223 -1.2425 0.6907
C -0.85971 -1.43501 0.48106 0.4014 -0.2307 -0.0556
C 0.77516 2.33369 -0.31840 0.4081 -0.0869 0.8495
C -1.99498 -1.65224 0.81780 -0.8194 0.2500 0.2425
H -3.03990 -1.72362 1.13500 1.1166 -0.0657 -0.3559
H -0.06074 3.11585 -0.57082 1.9442 -1.5239 0.3859
H 1.99830 0.19656 -0.60259 -0.0103 -0.2156 0.0299
H 1.07091 2.45934 0.99133 -0.8029 -0.5719 -4.3365
H 1.85868 2.46697 -1.07243 -3.5579 -0.5247 2.4604
H 1.28264 -2.07627 0.30447 -1.4410 1.4642 -0.4780
```
Forces are in eV/Å.

Results of the Mulliken charge analysis, in e, for atoms 1 through 8:
1. O -0.326
2. C -0.884
3. C 0.144
4. C -0.494
5. C -0.576
6. C 0.424
7. H 0.393
8. H 0.224

---

No. 2
Formula: C6H36O14
Source: the OMol25 dataset
Level of theory: wB97M-V/def2-TZVPD

Results
- frontier orbital gap (eV) = 11.074
- spin multiplicity = 1
- charge = 0
- HOMO energy (eV) = -10.8
- energy above the lowest of the compared OMol25 structures with the same formula, charge and spin (kcal/mol) = 0.0

The geometry in XYZ format:
```
56
Properties=species:S:1:pos:R:3:forces:R:3
O 4.05145 0.01576 -0.99524 -0.1502 -0.3253 0.6008
O -0.37725 -1.85657 2.97798 -1.2224 -0.3508 1.5544
O -0.24512 2.68775 2.40490 -1.6310 -0.4092 1.6735
O 1.63217 3.19709 0.57456 -0.1797 0.0237 -0.7240
O -0.91523 -3.46423 -2.17166 -1.5268 -0.3812 -0.0484
O 3.43189 1.06129 1.84011 0.6351 -0.3438 0.0637
O -2.56398 -0.28693 3.09016 0.8437 0.7992 1.0221
O 1.49076 -2.61500 -1.30947 0.9687 0.1249 0.2214
O -4.16783 -0.34321 -1.31338 3.7893 -4.8773 2.3047
O 2.40610 -1.19057 0.74770 0.8660 0.5845 1.2864
O 1.07664 0.39890 2.90285 1.3240 -0.6317 -0.1612
O 1.97691 1.66287 -1.63378 0.2108 1.7269 1.2584
O -3.84286 0.89379 1.07397 -0.9746 0.3898 0.2505
O 2.30469 -0.11420 -2.88893 0.1795 -0.5020 0.0372
C -1.24653 1.25312 -0.30036 1.2542 1.0881 0.4300
C -0.61921 -0.07450 -0.77784 0.0781 0.0858 0.0947
C 0.16221 0.90410 -3.01221 -1.4169 1.2663 -0.3093
C 1.53558 0.90372 -2.43810 1.0521 -2.0366 -1.5324
C -0.68537 -0.17037 -2.31649 -0.2993 -0.7687 0.1062
C -1.35575 -1.25514 -0.13575 -0.3986 -0.3142 1.0439
H 0.15002 0.72849 -4.09535 0.3593 -0.0635 0.2773
H 2.11419 -1.75701 0.03974 -1.0098 -1.0642 -0.8150
H -4.70926 1.01529 1.50109 0.4157 -0.0541 -0.3258
H -2.23516 1.44711 -0.73130 0.3245 -0.1463 -0.0607
H 3.74023 0.91878 -0.79012 0.1734 -0.3244 -0.3548
H 0.37233 2.95772 1.74478 1.1116 0.5774 -1.4883
H -1.77136 -2.98664 -2.03339 1.0849 -0.4562 -0.1258
H -0.29007 1.92843 -2.86440 0.5567 -1.0527 0.0121
H -1.54255 -1.08146 0.96632 -0.0873 0.1102 -1.4026
H 0.23447 -1.13267 2.96705 1.0289 1.3475 0.2253
H 2.40206 2.82413 0.99655 0.5364 -0.2073 0.4064
H -2.32465 -1.45517 -0.65913 0.6941 0.2558 0.5904
H -0.16867 -2.36214 2.22839 0.2850 -1.2468 -1.5444
H -4.66589 0.25286 -1.69334 -4.1601 4.6846 -3.3913
H 2.01416 0.67312 2.68788 -1.1767 -0.0674 0.4255
H -2.14643 0.41535 3.65067 -0.6507 -0.8060 -0.6783
H 3.19785 -0.23094 -2.35944 -1.4299 1.0172 -0.2645
H -1.37819 1.25755 0.81711 0.2444 -0.2154 -1.2876
H 0.62012 -2.90381 -1.58106 -0.8445 -0.4413 -0.0026
H 1.65844 -0.88666 1.27484 -0.3320 0.0968 -0.0783
H 0.46698 -0.09542 -0.48250 -1.0335 0.0218 -0.0499
H -3.96040 0.05290 -0.46237 0.1342 0.1143 0.7996
H -3.34203 0.38507 1.73703 0.2906 -0.1812 0.2827
H 1.76442 -2.06009 -2.04111 0.2636 0.3101 -0.3812
H 1.62530 2.73075 -0.29190 -0.1503 0.3475 0.4195
H -0.31935 -1.16128 -2.66561 -0.1552 0.5726 0.3030
H -0.77319 -2.18297 -0.13611 -0.0028 0.2204 -0.2822
H -0.54096 2.12302 -0.56608 -1.1793 -1.1516 0.4116
H 3.48308 -0.52482 -0.38178 0.6919 0.5671 -0.5072
H -1.76442 -0.14152 -2.60608 0.7898 0.2992 0.0223
H 3.37461 0.17779 1.42080 -0.0215 0.3043 -0.0387
H -1.15631 -4.40642 -2.10461 0.2329 0.5025 -0.0938
H -1.85941 -0.97843 3.06973 -0.2206 0.0591 -0.0932
H 4.25320 1.00884 2.34693 -0.0804 0.2444 -0.0228
H 0.53559 1.19438 2.80501 -0.3618 0.5349 -0.1685
H -1.10803 2.64820 1.97274 0.2765 0.1422 0.1093
```
Forces are in eV/Å.

Results of the Mulliken charge analysis, in e, for atoms 1 through 8:
1. O -0.830
2. O -0.744
3. O -0.786
4. O -0.822
5. O -0.631
6. O -0.627
7. O -0.778
8. O -0.822

---

No. 3
Formula: C23H48BN14O23
Source: the OMol25 dataset
Level of theory: wB97M-V/def2-TZVPD

Results
- frontier orbital gap (eV) = 6.492
- spin multiplicity = 1
- charge = +1
- HOMO energy (eV) = -11.6

The geometry in XYZ format:
```
109
Properties=species:S:1:pos:R:3:forces:R:3
O -6.81387 0.88180 2.56568 -0.0494 0.2920 -0.0289
O -7.42931 8.30917 -4.43384 0.1762 -0.2665 -0.0440
O -0.36931 4.75117 -9.44444 0.1402 -0.2264 0.0336
O -1.44805 4.04735 -3.37473 0.0064 -0.1468 -0.3389
O 3.75911 1.54415 3.55281 -0.7406 -2.4642 -0.5458
O -7.32635 2.97748 2.39332 -0.1484 -0.3031 0.3561
O -3.07469 4.86995 3.36899 0.0754 -0.1730 -0.2201
O 1.16437 -3.33921 -3.53312 -0.0043 -0.1620 0.1820
O -4.98764 2.48037 -2.05690 -0.1496 0.3166 -0.0814
O -1.27387 1.09021 -0.48429 0.2136 0.1400 0.0171
O 3.95235 -5.91490 2.71245 -0.3681 0.1505 0.4121
O -6.20060 6.57417 -4.84168 -0.0932 0.2156 0.0441
O -6.21912 4.20657 -1.63082 0.2146 -0.4275 0.0119
O 2.55292 -6.31423 4.32146 0.1019 0.1198 -0.3321
O -1.43200 3.04381 -5.29253 0.0915 0.0249 0.5312
O 7.70464 -9.13167 1.98492 -0.2234 0.2479 0.2074
O 4.50306 -5.21403 -3.15770 0.0324 -0.1728 0.0676
O 6.25653 -7.89031 3.00974 0.2292 -0.1391 0.0363
O 5.64404 -5.66094 -1.37477 -0.0387 -0.0413 -0.0508
O -2.75336 3.67682 1.59194 -0.1356 0.1058 0.2598
O 0.33553 -5.32980 -3.33878 0.1734 0.3857 0.0008
O 0.86936 3.03546 -9.90016 -0.1654 0.2041 0.0748
O -0.53022 3.11520 -0.66319 0.0405 -0.2982 0.1446
N -2.49938 4.61045 2.32952 -0.0014 -0.0060 -0.0186
N 0.95958 -4.47981 -3.93146 0.0054 -0.1083 -0.0729
N -1.97388 3.69474 -4.41427 -0.3457 0.1544 -0.1039
N -6.82580 7.31080 -4.09805 -0.0147 0.0427 -0.0171
N -0.67278 1.97858 -1.06265 -0.0389 0.1778 0.0183
N 3.11468 0.35036 -0.73106 0.6100 -0.7181 2.7536
N 3.65308 -6.02917 3.89184 0.1775 -0.0490 -0.0442
N -5.60911 3.20630 -1.30082 0.2207 -0.2362 0.1899
N -7.09642 1.96735 3.03368 -0.0366 0.0578 0.1123
N 2.45479 -0.78846 -0.75793 -1.1252 -1.3246 -0.7236
N 5.07088 -0.50825 3.96919 -0.5464 0.3732 -1.4185
N 0.25883 3.75815 -9.13492 0.1218 -0.0366 -0.1399
N 6.64019 -8.55782 2.06480 0.1293 -0.1735 -0.1073
N 5.06905 -4.90834 -2.12829 -0.1437 0.0262 -0.1453
C 1.52690 -4.85683 -5.25586 0.1824 0.1608 -0.2316
C 0.57774 -2.73924 4.63209 -0.9566 1.5458 -0.2660
C 3.47787 -0.25535 1.72815 -1.4621 -1.9534 -2.0024
C -1.20284 1.31499 3.74306 1.0615 -1.3266 -0.6972
C -0.60302 -0.10060 4.10189 0.6653 -1.2017 0.5610
C -5.62321 2.84421 0.14116 0.1581 -0.2169 -0.1707
C 5.70724 -8.66468 0.91741 -0.0892 -0.1009 -0.3795
C -1.38943 5.51594 1.92931 0.2287 0.0374 -0.2812
C 3.60695 0.54790 0.50604 0.6300 1.2330 0.9742
C 4.73669 -5.79619 4.88613 0.0702 -0.0758 0.2862
C 0.57544 -0.57605 3.33085 -0.9180 -1.1096 1.6216
C 5.04696 -3.47326 -1.75545 -0.0701 0.4255 -0.0398
C -1.16758 -0.94341 5.15252 2.1637 -0.7004 -1.7075
C -0.06426 1.63425 -2.37477 0.1570 0.1520 -0.2624
C -3.39323 4.09250 -4.62448 -0.2039 -0.0018 -0.1777
C -0.57643 -2.28008 5.39850 0.6314 1.7699 -1.4916
C -7.16553 2.06442 4.51606 -0.0597 0.2126 0.2330
C 2.21117 -1.66761 0.22155 -0.0929 -0.9360 2.3155
C 2.39714 -2.46171 2.77990 -0.0948 1.0220 -0.2409
C 1.17781 -1.88849 3.57756 -2.2507 0.3458 1.2716
C 2.68855 -1.50525 1.59651 1.6188 2.4618 -1.5338
C -6.85391 6.96016 -2.65270 0.2177 -0.1820 0.1507
C 0.27850 3.40043 -7.69146 0.1000 -0.1693 0.0547
B 4.14216 0.25095 3.11893 0.1933 1.3796 1.2470
H 4.54176 -1.17182 4.53814 0.5971 0.2502 0.1716
H 5.52938 -7.65515 0.55238 -0.1007 -0.0550 0.0955
H -6.65431 2.68250 0.43151 0.0825 0.1696 -0.1292
H 6.07673 -3.12648 -1.70065 -0.0527 -0.0779 0.1246
H -6.41517 7.79202 -2.10532 -0.1844 0.0587 -0.0702
H 4.55153 -3.39749 -0.78910 0.1831 -0.0674 0.0398
H -0.86756 1.31421 -3.03443 0.0872 -0.0910 0.0617
H 0.72198 4.23493 -7.15278 -0.1656 0.0151 -0.0324
H -3.43570 5.17962 -4.60535 -0.0049 -0.0682 0.1110
H 4.33077 -5.92958 5.88502 -0.0916 0.0020 -0.1444
H -6.27761 6.05260 -2.50271 -0.1396 0.2346 -0.1736
H 3.26836 -2.46283 3.49655 -0.7000 -0.0795 -1.0699
H -3.97906 3.66017 -3.81444 0.0606 0.1061 0.0261
H -0.36146 2.06544 3.77372 -1.0340 -0.5364 0.2530
H -0.97364 5.16278 0.98921 -0.1244 -0.0737 0.0783
H -7.42554 3.08359 4.78733 0.0254 -0.0695 -0.1269
H -5.03882 1.93860 0.27725 -0.0028 0.1028 -0.1116
H -5.18313 3.67347 0.68952 -0.1592 0.0006 -0.0326
H -1.05543 -2.90351 6.18381 0.6538 0.3659 -0.7466
H -2.03135 -0.55724 5.73450 0.7471 -0.5309 -0.4593
H 5.52371 -6.52100 4.69010 -0.0043 0.1414 -0.1335
H 2.78909 1.56777 3.41109 0.5560 0.7590 -0.1132
H -7.89348 6.80759 -2.37125 0.0538 0.1295 -0.0118
H 0.64973 0.83200 -2.20461 -0.1784 -0.0513 0.0115
H 0.43178 2.51385 -2.77223 -0.1238 -0.0436 0.0771
H 0.98751 -3.76495 4.83136 -0.4055 1.1525 -0.2803
H 4.78945 -9.12167 1.28113 0.0192 0.1576 0.0315
H -2.06391 1.58624 4.39558 0.7840 -0.1115 -0.5926
H 6.16416 -9.27874 0.14668 0.0546 0.0448 0.1366
H 2.25959 -3.50437 2.39687 -0.1538 0.8378 0.4392
H -3.72384 3.71065 -5.58602 0.1277 0.0146 0.0681
H -0.74780 3.23267 -7.38142 0.0814 0.1550 -0.0492
H -7.92896 1.36741 4.85463 0.1347 -0.0585 -0.0460
H 2.05017 -1.00928 -1.68107 0.2227 0.0330 0.5070
H 0.70114 -5.14229 -5.90391 0.0182 -0.0944 0.1397
H 0.96511 0.13630 2.56561 -0.3573 -0.8105 0.5614
H 2.05637 -4.00048 -5.66328 -0.0676 -0.0360 0.1152
H 0.87202 2.49951 -7.56316 -0.0345 0.0794 -0.1144
H 5.09286 -4.77747 4.74681 0.0783 -0.1110 -0.1009
H -1.80535 6.51488 1.81762 0.0332 -0.0455 0.1619
H -1.49635 1.23960 2.65411 -0.0768 0.3233 1.1965
H 1.59098 -2.57303 -0.00785 0.6355 1.0913 -0.2308
H 4.49664 -2.92570 -2.51652 0.0531 -0.1371 -0.0120
H 5.82283 -0.96077 3.44713 -0.3869 -0.3212 0.3916
H 2.20738 -5.69012 -5.09446 -0.1379 -0.0164 0.0302
H 4.17651 1.51071 0.61945 -0.6424 -1.0731 -0.2924
H -6.18639 1.79798 4.90771 -0.0913 -0.1071 -0.0493
H -0.64158 5.48643 2.71890 -0.1395 0.1084 0.0404
```
Forces are in eV/Å.

Results of the Mulliken charge analysis, in e, for atoms 1 through 8:
1. O -0.502
2. O -0.547
3. O -0.519
4. O -0.518
5. O -0.551
6. O -0.542
7. O -0.546
8. O -0.510